(1)
The following is a quantum chemistry calculation of a 2-piece molecular cluster, C5H13N overall in a non-equilibrium geometry, from the Open Molecules 2025 dataset.

Geometry as ORCA input:
```
! RIJCOSX wB97M-V def2-TZVPD def2/J DEFGRID3
* xyz 0 1
C 2.18003 0.68887 -1.00757
C 2.13480 0.23284 0.25401
C 1.52161 -1.08754 0.69562
H 2.67094 1.66079 -1.03974
H 1.68417 0.26737 -1.88376
H 2.45469 0.86853 1.07390
H 2.11495 -1.93800 0.21515
H 0.53502 -1.26114 0.24835
H 1.40702 -1.29777 1.75227
C -1.91153 -0.38713 1.18726
C -2.18961 -0.21711 -0.36087
N -1.25870 0.87606 -0.82996
H -1.31468 -1.21415 1.29688
H -2.94774 -0.60584 1.52671
H -1.46759 0.56830 1.63596
H -3.26352 0.01150 -0.70168
H -1.84495 -1.07013 -0.93287
H -0.25711 0.86161 -0.50296
H -1.37202 1.63693 -1.48918
*
```

Its frontier orbital gap is 9.41 eV. For the maximum force, the calculation gives 0.082 hartree/bohr. Its LUMO energy is 0.044 Ha. As for the electronic energy: -252.972743 Ha. The value obtained for the HOMO energy is -8.20 eV. The calculation puts the molar mass at 87.17 g/mol. Its structure (SMILES) is C=CC.CCN.



(2)
The following is a quantum chemistry calculation of an isolated ion of composition C5H11N and charge +1 in a non-equilibrium geometry, from the Open Molecules 2025 dataset.

Geometry as ORCA input:
```
! RIJCOSX wB97M-V def2-TZVPD def2/J DEFGRID3
* xyz 1 2
C 0.10002 1.29585 -1.45011
N 1.86177 -0.56497 -0.14934
C 0.63014 -0.41815 0.33335
C -0.28250 0.50532 -0.24122
C -1.67780 0.58743 0.23260
C 0.21792 -1.35390 1.42251
H -0.77518 1.54074 -2.03970
H 0.66821 2.18884 -1.17635
H 0.75555 0.71200 -2.10723
H 2.02462 -0.28705 -1.11400
H 2.26618 -1.47240 0.05842
H -1.78482 1.45240 0.90897
H -2.33598 0.85312 -0.58995
H -2.01223 -0.31409 0.73099
H -0.31403 -2.23435 1.04238
H -0.40197 -0.79149 2.12209
H 1.06011 -1.69931 2.01658
*
```

Its frontier orbital gap (alpha / beta) is 10.60 / 10.46 eV. For the maximum force, the calculation gives 0.026 hartree/bohr. Its LUMO energy (alpha / beta) is -0.121 / -0.243 Ha. As for the electronic energy: -251.587062 Ha. The value obtained for the HOMO energy (alpha / beta) is -13.89 / -17.07 eV. The calculation puts the molar mass at 85.15 g/mol.



(3)
The following is a quantum chemistry calculation of C3CuO2 as an isolated structure in a non-equilibrium geometry, from the Open Molecules 2025 dataset.

Geometry as ORCA input:
```
! RIJCOSX wB97M-V def2-TZVPD def2/J DEFGRID3
* xyz 0 2
O -1.44885 0.80463 0.02262
C -2.27878 -0.05107 0.28287
C -2.98361 -1.08773 0.60165
C 3.43512 -0.88815 -0.19530
O 2.64915 -0.07923 -0.29246
Cu 0.62697 1.30156 -0.41938
*
```

Its frontier orbital gap (alpha / beta) is 5.26 / 4.81 eV. For the maximum force, the calculation gives 0.057 hartree/bohr. Its LUMO energy (alpha / beta) is -0.080 / -0.080 Ha. As for the electronic energy: -1905.031741 Ha. The value obtained for the HOMO energy (alpha / beta) is -7.45 / -6.99 eV. The calculation puts the molar mass at 131.58 g/mol.



(4)
The following is a quantum chemistry calculation of C10H15ClFIrPr as an isolated structure in a non-equilibrium geometry, from the Open Molecules 2025 dataset.

Geometry as ORCA input:
```
! RIJCOSX wB97M-V def2-TZVPD def2/J DEFGRID3
* xyz -1 7
Pr 0.03273 -0.87575 -2.76309
Cl 0.93536 1.44494 -2.46998
C -1.28590 -0.38507 -4.88518
C 2.05377 -1.12563 -4.24330
H -1.01278 -1.10110 -5.69024
H -2.24081 -0.71070 -4.44858
H -1.46643 0.59461 -5.37748
H 1.84032 -1.73693 -5.14319
H 2.57770 -1.75113 -3.50935
H 2.75955 -0.32475 -4.54623
Ir -0.38956 -0.40069 0.54440
C -2.00327 0.60126 -0.08783
C -0.78826 -2.21505 0.65229
H -2.47957 0.15330 -0.98085
H -2.67512 0.53975 0.80426
H -1.72080 1.65874 -0.26801
H -0.11717 -2.98374 1.17669
H -1.90353 -2.52907 0.73668
F 1.53189 2.00586 5.80611
C 1.08765 1.42931 4.63868
C 2.01621 1.19267 3.63408
C 1.55718 0.67623 2.41881
C 0.18393 0.43533 2.30421
C -0.74553 0.63812 3.32655
C -0.27499 1.17059 4.53306
H 3.06878 1.41398 3.79536
H 2.19499 0.44592 1.56147
H -1.78524 0.36492 3.12306
H -0.95110 1.37406 5.35758
*
```

Its frontier orbital gap (alpha / beta) is 4.48 / 4.66 eV. For the maximum force, the calculation gives 0.081 hartree/bohr. Its LUMO energy (alpha / beta) is 0.096 / 0.019 Ha. As for the electronic energy: -1571.170559 Ha. The value obtained for the HOMO energy (alpha / beta) is -1.88 / -4.15 eV. The calculation puts the molar mass at 522.81 g/mol.



Q: Which formula does entry 3 have?
A: C3CuO2



Please write out number 2 again, unchanged.
The following is a quantum chemistry calculation of an isolated ion of composition C5H11N and charge +1 in a non-equilibrium geometry, from the Open Molecules 2025 dataset.

Geometry as ORCA input:
```
! RIJCOSX wB97M-V def2-TZVPD def2/J DEFGRID3
* xyz 1 2
C 0.10002 1.29585 -1.45011
N 1.86177 -0.56497 -0.14934
C 0.63014 -0.41815 0.33335
C -0.28250 0.50532 -0.24122
C -1.67780 0.58743 0.23260
C 0.21792 -1.35390 1.42251
H -0.77518 1.54074 -2.03970
H 0.66821 2.18884 -1.17635
H 0.75555 0.71200 -2.10723
H 2.02462 -0.28705 -1.11400
H 2.26618 -1.47240 0.05842
H -1.78482 1.45240 0.90897
H -2.33598 0.85312 -0.58995
H -2.01223 -0.31409 0.73099
H -0.31403 -2.23435 1.04238
H -0.40197 -0.79149 2.12209
H 1.06011 -1.69931 2.01658
*
```

Its frontier orbital gap (alpha / beta) is 10.60 / 10.46 eV. For the maximum force, the calculation gives 0.026 hartree/bohr. Its LUMO energy (alpha / beta) is -0.121 / -0.243 Ha. As for the electronic energy: -251.587062 Ha. The value obtained for the HOMO energy (alpha / beta) is -13.89 / -17.07 eV. The calculation puts the molar mass at 85.15 g/mol.